{"formula": "C4H8O3Sn", "method": "ωB97M-V with the def2-TZVPD basis set", "total_charge": 1, "spin_multiplicity": 2, "de_lowest_kj_mol": 110.98, "homo_lumo_gap_ev": [5.6, 7.2], "species": ["C", "O", "H", "H", "H", "O", "C", "C", "O", "C", "Sn", "H", "H", "H", "H", "H"], "coordinates": [[-0.4267, -1.7579, -1.7360], [-0.3004, -2.3068, -0.6111], [0.9434, 0.0872, -1.3783], [-0.4140, -2.3963, -2.6348], [-1.1545, -0.9251, -1.7674], [1.6768, -0.3436, 0.5807], [1.3887, 0.6494, -0.2933], [0.2642, 1.5157, 0.2725], [-0.8866, 0.6860, 0.4401], [-1.2358, 0.2537, 1.6630], [0.3238, -1.5445, 1.0051], [2.2473, 1.3107, -0.5123], [-0.0138, 2.2918, -0.4525], [0.5578, 1.9783, 1.2265], [-2.2102, -0.2396, 1.6769], [-0.7599, 0.7411, 2.5211]], "forces_ev_per_a": [[-3.544, -1.571, 0.688], [-0.605, -0.623, -6.096], [1.187, 1.791, 2.137], [1.262, 0.372, 0.085], [1.145, 0.541, -0.174], [2.422, 1.316, -0.619], [-1.191, 0.189, -2.494], [0.255, 0.546, -0.689], [-0.350, 0.503, -1.320], [0.241, -0.709, 0.769], [-0.315, -1.750, 7.842], [-0.225, -0.586, -0.298], [0.020, -0.119, 0.283], [-0.049, -0.201, -0.233], [0.261, 0.443, 0.282], [-0.512, -0.142, -0.164]], "mulliken_charge": [0.00, -0.34, 0.04, 0.31, 0.33, -0.55, -0.21, -0.26, -0.36, -0.52, 0.85, 0.40, 0.33, 0.30, 0.35, 0.32]}